*i*
# CH4N2P2

CH4N2P2 in the gas phase (ωB97M-V with the def2-TZVPD basis set, the Open Molecules 2025 dataset).

## Properties
LUMO (spin up / spin down): 0.0069 / 0.0069 Ha
net charge: 0
frontier orbital gap (spin up / spin down): 6.8 / 6.8 eV
SMILES: N=C=[PH]=PN

Atoms and positions in Å:
N  2.452  1.352  0.550
C  2.110  0.374  -0.028
P  1.587  -1.253  -0.394
P  0.036  -1.173  0.951
N  -1.171  -0.507  -0.023
H  2.363  1.924  1.330
H  0.783  -0.690  -1.421
H  -1.793  -0.295  0.759
H  -1.544  -1.407  -0.496

*ii*
# CH4N2P2

CH4N2P2 in the gas phase (ωB97M-V with the def2-TZVPD basis set, the Open Molecules 2025 dataset).

## Properties
LUMO: 0.0015 Ha
net charge: 0
frontier orbital gap: 8.6 eV
SMILES: [H]/N=C1/[PH]#P1N

Atoms and positions in Å:
H  -0.075  -2.250  -1.149
N  0.594  -2.000  -0.421
C  0.624  -0.756  -0.190
P  1.899  0.330  0.534
P  0.273  0.959  -0.852
N  -1.171  1.009  0.047
H  1.327  0.883  1.654
H  -1.918  1.768  0.133
H  -1.552  0.057  0.244

*iii*
# CH4N2P2

CH4N2P2 in the gas phase (ωB97M-V with the def2-TZVPD basis set, the Open Molecules 2025 dataset).

## Properties
LUMO (spin up / spin down): -0.0290 / -0.0273 Ha
net charge: 0
frontier orbital gap (spin up / spin down): 8.0 / 7.0 eV
SMILES: [H]/N=C1/[PH]#P1N

Atoms and positions in Å:
H  -0.881  -1.915  -0.956
N  -0.005  -2.210  -0.501
C  0.672  -0.638  -0.518
P  1.900  -0.022  0.517
P  0.470  1.081  -0.692
N  -0.895  1.383  0.264
H  1.562  -0.936  1.614
H  -1.096  2.383  0.266
H  -1.725  0.875  0.007

Most stable of them? *ii*.

*i*
# C20H33N3O3S

C20H33N3O3S in the gas phase (ωB97M-V with the def2-TZVPD basis set, the Open Molecules 2025 dataset).

## Properties
LUMO: 0.0179 Ha
net charge: 0
frontier orbital gap: 8.4 eV
SMILES: CCN(CC)S(=O)(=O)c1ccc(N2CCCC2)c(NC(=O)CC(C)(C)C)c1

Atoms and positions in Å:
C  -2.415  3.909  -2.882
C  -1.095  3.208  -3.205
N  0.103  3.885  -2.774
C  0.529  5.111  -3.416
C  -0.084  6.385  -2.838
S  0.463  3.733  -1.145
O  1.665  4.478  -0.914
O  -0.677  4.019  -0.314
C  0.807  1.989  -1.048
C  1.857  1.454  -1.770
C  2.115  0.105  -1.704
C  1.340  -0.774  -0.916
N  1.615  -2.103  -0.923
C  2.625  -2.684  -1.788
C  2.487  -4.185  -1.555
C  2.130  -4.243  -0.074
C  1.187  -3.052  0.090
C  0.265  -0.199  -0.195
N  -0.643  -0.968  0.599
C  -0.490  -1.115  1.949
O  0.562  -0.887  2.501
C  -1.752  -1.626  2.624
C  -1.536  -2.429  3.921
C  -0.556  -3.576  3.669
C  -0.998  -1.519  5.026
C  -2.889  -3.005  4.353
C  0.026  1.163  -0.266
H  -2.552  4.792  -3.500
H  -3.243  3.229  -3.068
H  -2.419  4.198  -1.835
H  -1.013  3.034  -4.284
H  -1.075  2.235  -2.703
H  1.613  5.157  -3.281
H  0.310  5.022  -4.484
H  -1.155  6.431  -3.010
H  0.100  6.409  -1.767
H  0.382  7.254  -3.296
H  2.467  2.111  -2.370
H  2.947  -0.287  -2.264
H  2.443  -2.408  -2.830
H  3.631  -2.347  -1.503
H  1.670  -4.585  -2.156
H  3.399  -4.726  -1.796
H  3.025  -4.100  0.531
H  1.661  -5.181  0.215
H  0.149  -3.357  -0.090
H  1.264  -2.615  1.085
H  -1.581  -1.034  0.227
H  -2.363  -0.748  2.851
H  -2.305  -2.242  1.911
H  0.430  -3.184  3.438
H  -0.476  -4.203  4.554
H  -0.890  -4.195  2.838
H  -1.713  -0.731  5.256
H  -0.066  -1.060  4.710
H  -0.816  -2.093  5.931
H  -3.276  -3.693  3.603
H  -2.784  -3.547  5.290
H  -3.618  -2.210  4.499
H  -0.789  1.601  0.291

*ii*
# C20H33N3O3S

2 unconnected molecules or ions with the total composition C20H33N3O3S (ωB97M-V with the def2-TZVPD basis set, the Open Molecules 2025 dataset).

## Properties
LUMO: 0.0162 Ha
net charge: 0
frontier orbital gap: 8.6 eV

Atoms and positions in Å:
C  -6.333  -2.873  -0.445
H  -7.160  -2.523  -0.101
H  -6.133  -3.844  -0.344
H  -6.364  -2.763  -1.633
C  -5.156  -2.308  -0.104
N  -5.213  -0.830  -0.299
S  -3.873  -0.208  -0.793
O  -3.025  -1.122  -1.638
O  -4.216  1.035  -1.898
N  -2.996  0.553  0.383
C  -2.392  2.038  0.153
C  -1.075  1.697  -0.618
H  -0.456  2.377  -0.809
H  -1.106  1.191  -1.438
C  -0.135  0.683  0.262
C  1.170  0.405  -0.122
O  1.599  -0.793  -0.668
N  2.018  1.461  -0.146
H  1.830  2.481  0.120
C  3.345  1.601  -0.709
C  3.376  2.639  -1.986
H  4.262  2.720  -2.252
H  2.630  2.600  -2.573
H  3.227  3.677  -1.272
C  4.431  1.957  0.015
H  5.475  2.019  -0.231
H  4.160  2.480  0.841
C  4.626  0.736  1.154
C  5.264  -0.572  0.618
C  6.767  -0.551  0.552
C  7.455  -1.396  -0.216
C  6.741  -2.564  -0.925
C  5.420  -2.529  -0.759
C  4.655  -1.702  -0.152
H  3.565  -1.671  -0.124
H  4.900  -3.167  -1.235
H  7.354  -3.309  -1.476
H  8.523  -1.457  0.092
H  7.244  0.335  0.993
H  5.014  1.012  2.178
H  3.680  0.146  1.645
H  3.391  0.647  -1.050
C  -0.973  -0.656  0.641
C  -2.314  -0.481  1.211
H  -2.285  0.138  2.123
H  -2.683  -1.329  1.223
H  -0.893  -1.236  -0.303
H  -0.184  -1.406  1.328
H  0.057  1.296  1.250
H  -2.345  2.427  1.140
H  -2.947  2.477  -0.569
C  -6.101  0.228  0.136
C  -5.777  0.527  1.581
H  -4.892  0.738  1.981
H  -6.562  1.158  2.101
H  -6.106  -0.335  2.477
H  -6.008  1.042  -0.452
H  -7.210  -0.192  0.037
H  -4.236  -2.466  -0.332
H  -5.028  -2.240  1.434

Most stable of them? *i*.

*i*
# C20H60O10

10 unconnected molecules or ions with the total composition C20H60O10 (ωB97M-V with the def2-TZVPD basis set, the Open Molecules 2025 dataset).

## Properties
LUMO: 0.0143 Ha
net charge: 0
frontier orbital gap: 9.8 eV
SMILES: CCO.CCO.CCO.CCO.CCO.CCO.CCO.CCO.CCO.CCO

Atoms and positions in Å:
C  1.219  -0.387  -0.591
C  0.061  0.468  -0.082
O  -1.167  -0.238  -0.360
H  1.414  -1.209  0.097
H  2.225  0.021  -0.686
H  1.016  -0.843  -1.560
H  0.010  1.450  -0.550
H  0.276  0.600  0.978
H  -1.795  0.157  0.249
C  2.821  -2.934  3.183
C  1.842  -2.259  4.127
O  1.159  -1.165  3.459
H  3.516  -2.246  2.702
H  2.273  -3.294  2.312
H  3.297  -3.753  3.722
H  2.386  -1.806  4.955
H  1.078  -2.928  4.524
H  1.753  -0.489  3.125
C  -4.024  4.276  1.624
C  -4.438  2.895  1.232
O  -5.283  2.390  2.155
H  -3.542  4.223  2.601
H  -4.819  4.963  1.912
H  -3.420  4.800  0.883
H  -3.576  2.299  0.930
H  -5.016  2.943  0.309
H  -5.690  1.615  1.762
C  -0.950  3.924  -1.828
C  -2.155  3.176  -2.277
O  -3.341  3.987  -2.243
H  -0.043  3.319  -1.797
H  -1.004  4.373  -0.837
H  -0.818  4.828  -2.423
H  -2.408  2.303  -1.675
H  -2.040  2.926  -3.331
H  -4.003  3.494  -2.734
C  -1.385  0.901  5.349
C  -2.123  1.021  3.998
O  -1.234  0.315  3.132
H  -1.715  1.597  6.119
H  -0.305  0.966  5.209
H  -1.688  -0.055  5.775
H  -2.302  2.008  3.571
H  -3.090  0.536  4.136
H  -0.554  -0.198  3.575
C  -5.349  -0.706  0.149
C  -6.537  -0.299  -0.657
O  -7.046  0.939  -0.173
H  -5.415  -0.488  1.215
H  -4.393  -0.416  -0.286
H  -5.286  -1.776  0.349
H  -7.377  -0.988  -0.738
H  -6.267  -0.121  -1.698
H  -6.834  1.501  -0.922
C  5.893  0.750  -1.945
C  6.506  -0.156  -3.034
O  5.866  0.068  -4.267
H  5.792  1.781  -2.283
H  6.511  0.641  -1.054
H  4.886  0.405  -1.710
H  6.533  -1.234  -2.872
H  7.535  0.199  -3.094
H  6.478  -0.022  -5.001
C  4.150  -2.662  -0.262
C  4.310  -3.098  -1.751
O  3.517  -2.275  -2.487
H  4.856  -3.113  0.435
H  3.193  -3.031  0.109
H  4.319  -1.588  -0.184
H  4.003  -4.126  -1.947
H  5.357  -3.123  -2.050
H  3.894  -1.414  -2.679
C  2.746  1.775  -4.496
C  2.101  0.416  -4.847
O  3.085  -0.225  -5.679
H  3.458  2.182  -5.214
H  3.495  1.614  -3.721
H  1.967  2.499  -4.258
H  1.127  0.541  -5.320
H  1.897  -0.105  -3.911
H  3.888  -0.214  -5.154
C  -2.080  -4.347  2.484
C  -1.308  -3.412  1.640
O  -2.129  -2.701  0.762
H  -1.456  -4.708  3.301
H  -2.359  -5.185  1.846
H  -2.997  -3.995  2.956
H  -0.552  -4.006  1.127
H  -0.691  -2.781  2.281
H  -1.705  -1.968  0.310

*ii*
# C20H60O10

10 unconnected molecules or ions with the total composition C20H60O10 (ωB97M-V with the def2-TZVPD basis set, the Open Molecules 2025 dataset).

## Properties
LUMO: 0.0043 Ha
net charge: 0
frontier orbital gap: 9.8 eV
SMILES: CCO.CCO.CCO.CCO.CCO.CCO.CCO.CCO.CCO.CCO

Atoms and positions in Å:
C  2.703  -0.281  -5.304
C  4.152  -0.847  -5.736
O  4.678  0.230  -6.512
H  2.469  0.695  -5.727
H  2.428  -0.157  -4.256
H  2.045  -1.021  -5.761
H  3.841  -1.669  -6.380
H  4.699  -1.214  -4.867
H  5.581  0.308  -6.195
C  -1.259  4.169  -1.518
C  -2.270  3.143  -1.986
O  -3.043  2.763  -0.810
H  -0.815  4.721  -2.346
H  -0.437  3.717  -0.963
H  -1.765  4.790  -0.778
H  -1.726  2.360  -2.514
H  -2.992  3.630  -2.642
H  -2.828  1.851  -0.604
C  0.267  -4.212  0.345
C  -0.421  -3.492  1.523
O  0.318  -2.332  1.783
H  -0.329  -5.083  0.072
H  1.256  -4.541  0.663
H  0.386  -3.593  -0.544
H  -0.517  -4.163  2.377
H  -1.381  -3.016  1.321
H  0.465  -1.880  0.949
C  -4.463  0.431  1.799
C  -2.983  0.185  1.344
O  -2.942  0.185  -0.086
H  -4.355  0.413  2.883
H  -5.054  -0.448  1.540
H  -4.845  1.408  1.500
H  -2.631  -0.747  1.786
H  -2.368  0.956  1.807
H  -2.152  -0.329  -0.269
C  -1.088  4.612  3.121
C  -0.431  3.217  2.964
O  0.985  3.274  2.921
H  -2.174  4.529  3.095
H  -0.685  5.205  2.299
H  -0.873  5.002  4.116
H  -0.731  2.823  1.993
H  -0.865  2.658  3.793
H  1.312  3.555  3.779
C  4.414  1.993  3.744
C  4.612  3.054  2.643
O  3.654  2.910  1.531
H  3.826  1.196  3.288
H  3.741  2.412  4.492
H  5.339  1.591  4.158
H  5.547  2.933  2.096
H  4.452  4.053  3.049
H  2.759  3.167  1.762
C  0.925  -2.916  -3.246
C  -0.323  -2.309  -3.938
O  -1.305  -2.087  -2.949
H  0.786  -3.941  -2.902
H  0.980  -2.366  -2.307
H  1.769  -2.958  -3.934
H  -0.822  -3.007  -4.611
H  -0.046  -1.465  -4.569
H  -2.131  -2.236  -3.415
C  -3.896  -2.733  -1.006
C  -3.805  -3.953  -1.898
O  -4.689  -3.888  -3.050
H  -4.865  -2.732  -0.507
H  -3.630  -1.816  -1.532
H  -3.177  -2.960  -0.219
H  -4.008  -4.814  -1.262
H  -2.848  -4.020  -2.416
H  -4.205  -3.437  -3.746
C  1.100  0.596  0.286
C  0.327  0.188  -1.007
O  -0.555  -0.947  -0.670
H  1.385  1.645  0.199
H  1.943  -0.056  0.517
H  0.512  0.570  1.203
H  1.135  -0.133  -1.665
H  -0.359  0.893  -1.477
H  -0.882  -1.329  -1.488
C  1.078  0.425  4.218
C  1.753  -0.611  5.124
O  2.101  -1.889  4.484
H  0.157  0.148  3.705
H  1.767  0.611  3.394
H  0.949  1.362  4.761
H  1.060  -0.853  5.930
H  2.659  -0.258  5.617
H  1.649  -1.839  3.639

*iii*
# C20H60O10

10 unconnected molecules or ions with the total composition C20H60O10 (ωB97M-V with the def2-TZVPD basis set, the Open Molecules 2025 dataset).

## Properties
LUMO: 0.0164 Ha
net charge: 0
frontier orbital gap: 9.9 eV
SMILES: CCO.CCO.CCO.CCO.CCO.CCO.CCO.CCO.CCO.CCO

Atoms and positions in Å:
C  3.060  2.688  -0.153
C  2.873  2.271  -1.621
O  4.009  1.515  -1.960
H  3.767  3.513  -0.066
H  3.552  1.873  0.378
H  2.110  2.859  0.354
H  2.813  3.163  -2.243
H  1.951  1.697  -1.707
H  4.124  1.661  -2.902
C  -0.375  -1.756  5.993
C  -0.831  -1.313  4.634
O  0.266  -0.683  3.952
H  -1.228  -2.219  6.488
H  0.038  -0.962  6.616
H  0.442  -2.474  5.919
H  -1.574  -0.527  4.775
H  -1.307  -2.077  4.019
H  0.998  -1.276  4.140
C  -0.077  -3.545  -4.239
C  -0.827  -4.736  -4.865
O  -2.097  -4.352  -5.449
H  0.242  -2.813  -4.982
H  0.847  -3.836  -3.741
H  -0.664  -3.069  -3.453
H  -1.013  -5.500  -4.110
H  -0.182  -5.314  -5.527
H  -2.023  -4.207  -6.395
C  5.248  0.601  4.093
C  5.126  0.288  2.596
O  4.000  -0.581  2.442
H  5.052  -0.298  4.677
H  4.444  1.278  4.377
H  6.143  1.196  4.279
H  5.990  -0.236  2.187
H  5.040  1.191  1.992
H  3.936  -0.778  1.505
C  -2.482  2.478  4.017
C  -2.848  1.947  5.405
O  -4.046  2.544  5.738
H  -2.325  3.539  4.208
H  -3.284  2.402  3.283
H  -1.608  1.982  3.594
H  -2.065  2.177  6.127
H  -3.047  0.875  5.436
H  -4.231  2.433  6.674
C  -0.572  2.339  -4.416
C  -1.380  1.152  -4.104
O  -2.163  0.700  -5.208
H  0.253  2.332  -3.704
H  -1.094  3.294  -4.344
H  -0.073  2.324  -5.385
H  -1.921  1.253  -3.164
H  -0.669  0.354  -3.891
H  -2.462  -0.181  -4.970
C  2.933  -1.203  -3.876
C  3.828  -2.093  -4.719
O  3.654  -3.394  -4.210
H  1.859  -1.332  -4.015
H  3.133  -0.163  -4.134
H  3.164  -1.308  -2.815
H  4.861  -1.747  -4.674
H  3.543  -2.091  -5.771
H  4.123  -4.013  -4.774
C  -0.119  -0.890  -1.055
C  0.411  -0.819  0.389
O  -0.460  0.029  1.136
H  0.589  -1.376  -1.726
H  -0.193  0.143  -1.395
H  -1.105  -1.349  -1.124
H  1.402  -0.368  0.437
H  0.521  -1.812  0.825
H  -0.429  -0.191  2.069
C  -4.969  -0.165  1.495
C  -3.662  -0.956  1.790
O  -4.056  -2.114  2.487
H  -4.838  0.700  0.845
H  -5.367  0.039  2.489
H  -5.669  -0.822  0.978
H  -2.958  -0.400  2.410
H  -3.161  -1.267  0.873
H  -3.478  -2.869  2.358
C  -2.860  3.376  -0.988
C  -2.370  2.302  -0.091
O  -1.074  2.571  0.349
H  -3.941  3.341  -1.120
H  -2.361  3.388  -1.957
H  -2.642  4.375  -0.611
H  -2.346  1.319  -0.561
H  -3.110  2.223  0.705
H  -0.707  1.750  0.687

Most stable of them? *iii*.